[1]
{
  "formula": "C12H16N2",
  "method": "wB97M-V/def2-TZVPD",
  "species": ["C", "C", "C", "C", "C", "C", "C", "H", "H", "H", "H", "H", "H", "H", "H", "C", "C", "C", "C", "C", "N", "N", "H", "H", "H", "H", "H", "H", "H", "H"],
  "positions_angstrom": [[-2.336, -1.291, 2.056], [-1.580, 0.778, 3.017], [-1.193, -0.502, 2.618], [-0.752, 1.524, 3.864], [0.024, -0.925, 3.073], [0.545, 1.111, 4.119], [1.023, -0.076, 3.589], [-2.574, 1.194, 2.873], [-1.168, 2.471, 4.185], [-2.057, -1.598, 1.050], [-3.404, -0.965, 2.125], [0.404, -1.904, 2.798], [1.191, 1.807, 4.661], [2.035, -0.417, 3.711], [-2.431, -2.245, 2.621], [1.228, -1.351, -3.362], [2.690, -0.974, -3.577], [0.421, -0.141, -2.995], [-0.004, 0.915, -3.722], [-0.528, 1.241, -1.594], [0.027, 0.017, -1.652], [-0.625, 1.751, -2.858], [0.762, -1.789, -4.232], [1.117, -1.945, -2.440], [2.880, -0.161, -4.312], [0.030, 1.259, -4.742], [-0.987, 1.934, -0.887], [-1.170, 2.553, -3.135], [3.255, -1.692, -4.161], [3.176, -0.578, -2.689]],
  "forces_ev_per_angstrom": [[-0.052, -2.581, -0.005], [0.725, 0.861, 1.400], [-2.647, 1.752, 1.466], [-0.699, -0.128, -1.199], [2.491, -1.003, -1.607], [0.889, 1.119, 0.043], [-2.116, -0.065, 0.778], [0.072, -0.370, -0.432], [0.399, 0.068, 0.366], [-0.496, -0.002, -0.305], [1.316, 0.789, -0.245], [-0.392, -0.257, -0.021], [-0.020, -0.352, -0.091], [0.128, -0.070, 0.115], [0.413, 0.265, -0.306], [-0.156, 1.140, 0.908], [0.518, 0.981, -1.604], [-0.303, -0.373, 1.327], [-0.294, 0.494, -0.848], [-0.510, -0.633, -1.695], [0.128, 2.075, -0.094], [-0.012, 0.501, 0.682], [0.151, -0.581, -0.181], [0.177, -0.455, -0.745], [-1.038, 0.203, 0.390], [0.312, -0.591, -0.217], [0.361, -1.228, 0.813], [0.253, 0.043, 0.186], [0.285, -0.987, 0.888], [0.116, -0.617, 0.232]],
  "homo_lumo_gap_ev": 9.406,
  "smiles": "CCc1c[nH]cn1.Cc1ccccc1",
  "e_lumo_ev": 0.84,
  "homo_energy_ev": -8.570
}


[2]
{
  "formula": "C12H16N2O",
  "method": "wB97M-V/def2-TZVPD",
  "species": ["C", "C", "C", "C", "C", "C", "C", "C", "C", "N", "H", "H", "H", "H", "H", "H", "H", "H", "H", "C", "C", "C", "O", "N", "H", "H", "H", "H", "H", "H", "H"],
  "positions_angstrom": [[-0.726, 1.755, -2.519], [-1.205, -0.668, -1.746], [-1.342, 0.759, -1.602], [-2.043, -1.259, -0.773], [-2.080, 0.973, -0.479], [-0.603, -2.815, -2.551], [-1.301, -3.376, -1.467], [-0.614, -1.437, -2.752], [-2.044, -2.649, -0.566], [-2.488, -0.243, 0.048], [-0.289, -3.486, -3.338], [-1.183, -4.453, -1.369], [0.019, -0.990, -3.510], [-2.664, -3.101, 0.193], [-1.189, 1.729, -3.516], [0.344, 1.572, -2.654], [-2.060, 1.919, 0.035], [-3.331, -0.295, 0.595], [-0.902, 2.796, -2.250], [1.726, 0.957, 3.310], [2.812, -0.051, 2.961], [1.403, 2.036, 2.251], [0.302, 2.544, 2.263], [2.333, 2.252, 1.289], [0.743, 0.495, 3.421], [1.878, 1.464, 4.266], [3.820, 0.373, 2.958], [2.678, -0.464, 1.993], [2.029, 2.760, 0.474], [3.118, 1.631, 1.236], [2.858, -0.729, 3.801]],
  "forces_ev_per_angstrom": [[-0.113, 0.362, -0.547], [-1.378, 0.430, -0.864], [0.273, -0.100, 0.207], [1.243, -0.202, 0.626], [0.950, -0.006, -0.760], [-1.015, 0.660, -0.426], [0.335, -0.885, -0.201], [0.950, -0.806, 0.947], [-0.302, 0.748, -0.574], [-0.555, 0.343, 0.177], [0.590, 0.011, 0.164], [-0.421, 0.095, 0.145], [-0.357, 0.058, -0.198], [0.192, -0.135, 0.171], [0.138, -0.449, 0.077], [-0.041, 0.151, 0.019], [-0.823, -0.009, 0.312], [0.184, -0.200, 0.219], [0.220, -0.054, 0.555], [-0.367, 0.850, -0.588], [0.507, 1.226, 1.317], [-0.267, -1.267, 0.510], [-0.009, 0.650, -0.198], [-0.090, 0.193, 0.098], [0.161, -0.329, 0.009], [0.308, -0.016, -0.090], [-0.060, 0.404, -0.021], [-0.404, -0.962, -0.596], [0.164, -0.011, -0.004], [0.097, 0.114, -0.187], [-0.109, -0.866, -0.299]],
  "homo_lumo_gap_ev": 8.553,
  "smiles": "Cc1c[nH]c2ccccc12.CCC(N)=O",
  "e_lumo_ev": 0.75,
  "homo_energy_ev": -7.800
}


[3]
{
  "formula": "C12H16N2O3",
  "method": "wB97M-V/def2-TZVPD",
  "species": ["C", "C", "C", "C", "C", "C", "C", "C", "C", "C", "C", "C", "H", "H", "H", "H", "H", "H", "H", "H", "H", "H", "H", "H", "H", "H", "H", "H", "N", "N", "O", "O", "O"],
  "positions_angstrom": [[-2.815, -0.777, -0.650], [-2.291, 0.490, -0.088], [-4.013, -1.185, 0.287], [0.102, 1.612, 0.666], [0.418, 2.796, -0.336], [1.199, 1.199, 1.674], [2.081, 0.321, 0.599], [1.796, -1.120, 0.718], [3.016, 0.740, -0.275], [2.700, -2.106, 0.174], [3.752, -0.172, -0.983], [3.738, -1.509, -0.638], [-2.261, -2.530, -2.175], [-1.596, -2.939, 0.453], [-3.493, -0.348, -1.499], [-3.382, -1.832, 0.929], [-4.371, -0.120, 0.802], [-4.967, -1.714, -0.304], [-0.651, -0.413, -0.161], [-0.633, 2.333, 1.105], [1.599, 2.240, 1.918], [0.847, 0.518, 2.456], [0.874, -1.540, 1.180], [3.298, 1.688, -0.611], [2.671, -3.099, 0.552], [4.367, 0.149, -1.773], [4.406, -2.138, -1.239], [-1.540, 2.696, -0.607], [-1.865, -1.935, -0.869], [-0.898, 0.602, 0.100], [-2.879, 1.637, 0.167], [1.491, 3.505, -0.423], [-0.698, 2.950, -1.146]],
  "forces_ev_per_angstrom": [[-3.515, -0.941, -0.578], [3.712, 7.658, 2.382], [-1.441, 1.589, -0.032], [-3.646, 2.097, 0.183], [3.068, 0.966, -1.929], [0.494, 0.107, -4.510], [-2.209, -2.065, 3.852], [1.437, -0.452, -0.785], [0.544, -0.106, -0.864], [0.223, 4.840, 0.057], [-0.257, -2.118, 0.895], [-0.902, -1.940, -0.739], [1.222, 1.631, 5.270], [-1.572, 2.590, -3.763], [2.017, -1.234, 0.286], [-1.630, -0.008, 0.556], [0.616, -3.177, -1.069], [2.891, 1.238, 1.775], [1.347, 2.132, 0.454], [0.063, -0.752, 1.183], [0.075, -1.892, 0.214], [0.148, 0.704, -0.022], [0.875, 0.838, 0.257], [-0.465, 2.039, 0.601], [-0.095, -0.827, -0.410], [0.906, 0.383, -0.686], [-0.132, -0.080, 0.610], [1.269, 0.066, -1.103], [-0.271, -1.252, -2.251], [-0.072, -4.962, -1.012], [0.060, -4.227, -1.385], [-5.394, -3.428, 0.573], [0.632, 0.584, 1.989]],
  "homo_lumo_gap_ev": 7.389,
  "e_lumo_ev": -1.64,
  "homo_energy_ev": -9.030
}


[4]
{
  "formula": "C12H16N2O7S",
  "method": "wB97M-V/def2-TZVPD",
  "species": ["C", "C", "O", "O", "C", "C", "C", "C", "C", "C", "N", "C", "C", "O", "S", "O", "O", "O", "C", "O", "C", "N", "H", "H", "H", "H", "H", "H", "H", "H", "H", "H", "H", "H", "H", "H", "H", "H"],
  "positions_angstrom": [[-0.851, -3.607, 0.092], [-0.821, -3.348, -1.376], [-1.263, -4.075, -2.189], [-0.218, -2.162, -1.752], [-1.165, -1.100, -1.838], [-0.420, 0.213, -1.895], [0.514, 0.520, -0.725], [0.170, -0.127, 0.609], [1.124, -0.825, 1.345], [0.753, -1.365, 2.576], [-0.461, -1.271, 3.113], [-1.367, -0.619, 2.388], [-1.113, -0.036, 1.152], [1.874, 0.177, -1.096], [2.950, 1.215, -0.541], [3.624, 1.811, -1.633], [3.741, 0.662, 0.500], [1.869, 2.181, 0.169], [0.640, 2.046, -0.570], [0.855, 2.577, -1.867], [-0.485, 2.845, 0.087], [-0.265, 3.080, 1.522], [0.061, -3.305, 0.589], [-1.681, -3.046, 0.512], [-1.054, -4.658, 0.241], [-1.750, -1.205, -2.749], [-1.861, -1.123, -1.001], [0.213, 0.185, -2.776], [-1.120, 1.022, -2.068], [2.129, -0.953, 0.997], [1.501, -1.891, 3.151], [-2.362, -0.541, 2.803], [-1.902, 0.475, 0.628], [1.385, 3.370, -1.736], [-1.419, 2.310, -0.034], [-0.588, 3.793, -0.422], [-1.022, 2.709, 2.075], [-0.212, 4.067, 1.720]],
  "forces_ev_per_angstrom": [[-0.108, -0.155, 0.003], [0.645, 0.604, 0.568], [-0.621, -0.955, -1.108], [-0.052, 0.270, 0.412], [0.033, 0.218, -0.192], [0.324, -0.657, -0.262], [-0.209, 0.396, 0.238], [0.046, -0.239, 0.089], [-0.684, 0.061, 0.207], [0.098, 0.180, -0.236], [0.042, 0.044, -0.250], [-0.039, 0.187, -0.237], [0.484, -0.226, 0.158], [0.108, -0.272, 0.103], [0.109, -0.107, 0.595], [-0.202, 0.321, -0.239], [-0.174, -0.199, 0.053], [0.146, 0.016, -0.583], [0.485, 0.896, -0.542], [-0.326, -0.414, 0.264], [0.163, -0.082, 1.566], [-0.190, -0.070, -0.288], [0.155, 0.103, 0.034], [-0.078, 0.189, 0.193], [0.004, -0.166, 0.113], [-0.104, -0.065, -0.167], [-0.026, -0.142, 0.166], [0.107, 0.114, -0.132], [-0.193, 0.177, 0.164], [0.200, -0.022, -0.082], [0.041, -0.109, 0.152], [-0.104, -0.050, 0.140], [-0.229, 0.009, -0.022], [0.069, 0.166, -0.206], [-0.160, -0.056, -0.397], [0.124, 0.109, -0.385], [-0.009, -0.130, 0.088], [0.124, 0.054, 0.020]],
  "homo_lumo_gap_ev": 10.389,
  "smiles": "CC(=O)OCC[C@@]1(c2ccncc2)OS(=O)(=O)O[C@]1(O)CN",
  "e_lumo_ev": 0.22,
  "homo_energy_ev": -10.168
}


Ordered relative energy (zero: lowest compared OMol25 entry of this formula, charge and spin) results: 163.45, 56.71, 1064.13, 0.00; unit kJ/mol.